# 1
ORCA calculation (ωB97M-V with the def2-TZVPD basis set) on a structure of composition C33H37AsKN5O7S.

Each line ends with the Mulliken charge.
Geometry (Å):
K1 0.29 0.40 -0.94  0.41
O1 3.71 -3.15 1.94  -0.82
C1 2.70 -2.97 1.24  -0.19
O2 1.50 -3.11 1.56  -0.74
C2 2.99 -2.52 -0.21  -0.08
C3 4.28 -2.67 -0.72  -0.38
C4 4.54 -2.28 -2.03  -0.55
C5 3.50 -1.76 -2.79  -0.71
C6 2.24 -1.67 -2.21  0.68
N1 2.00 -2.03 -0.95  1.07
C7 1.06 -1.16 -3.09  -0.22
O3 1.39 -0.55 -4.12  -0.87
O4 -0.10 -1.42 -2.68  -0.55
H1 5.04 -3.08 -0.07  0.49
H2 5.53 -2.38 -2.44  0.37
H3 3.63 -1.43 -3.81  0.56
O5 -1.74 0.76 0.35  1.69
C8 -2.44 1.99 0.21  2.95
C9 -1.38 3.14 -0.11  -0.14
O6 -1.82 4.29 0.02  -0.79
O7 -0.25 2.77 -0.50  -0.60
C10 -3.22 2.21 1.51  -0.42
C11 -4.19 1.25 1.82  -0.34
C12 -4.89 1.30 3.02  -0.96
C13 -4.63 2.32 3.93  -0.36
C14 -3.67 3.27 3.62  -0.94
C15 -2.97 3.22 2.42  0.03
C16 -3.36 1.96 -1.00  -1.16
C17 -3.14 1.08 -2.06  -0.24
C18 -3.98 1.09 -3.17  -1.17
C19 -5.04 1.98 -3.24  -0.32
C20 -5.26 2.87 -2.19  -0.89
C21 -4.43 2.86 -1.09  -0.20
H4 -2.32 -0.02 0.28  -1.03
H5 -4.40 0.45 1.12  0.38
H6 -5.62 0.54 3.24  0.39
H7 -5.16 2.36 4.87  0.38
H8 -3.46 4.07 4.33  0.38
H9 -2.24 3.98 2.18  0.44
H10 -2.31 0.38 -2.07  0.49
H11 -3.78 0.40 -3.98  0.45
H12 -5.69 1.98 -4.11  0.36
H13 -6.08 3.57 -2.24  0.37
H14 -4.58 3.56 -0.28  0.49
S1 -2.87 -2.30 0.19  -0.49
C22 -1.81 -3.37 -0.59  0.08
N2 -0.75 -3.92 -0.02  0.14
C23 0.03 -4.93 -0.70  -1.02
C24 0.16 -4.60 -2.17  0.61
C25 -1.22 -4.44 -2.78  -0.77
N3 -2.14 -3.79 -1.84  -0.18
H15 -0.27 -3.44 0.75  0.24
H16 -0.46 -5.91 -0.57  0.41
H17 1.00 -4.97 -0.20  0.36
H18 0.70 -5.39 -2.70  0.49
H19 0.71 -3.67 -2.27  -0.73
H20 -1.63 -5.42 -3.05  0.41
H21 -1.16 -3.83 -3.68  0.33
H22 -2.89 -3.25 -2.23  0.27
N4 6.36 3.62 -1.14  -0.62
C26 5.23 2.90 -0.71  1.05
C27 5.35 1.57 -0.30  -0.88
C28 4.21 0.91 0.13  -0.34
N5 3.00 1.47 0.19  0.15
C29 2.90 2.74 -0.20  -0.43
C30 3.98 3.49 -0.65  -0.87
H23 7.08 3.03 -1.54  0.23
H24 6.13 4.38 -1.76  0.23
H25 6.30 1.05 -0.33  0.33
H26 4.27 -0.13 0.45  0.40
H27 1.90 3.17 -0.17  0.43
H28 3.83 4.52 -0.96  0.33
C31 2.30 -0.45 3.53  -1.40
As1 0.82 -0.02 2.32  1.02
C32 0.61 1.84 2.95  -1.17
C33 -0.64 -0.82 3.37  -1.16
H29 2.06 -0.15 4.55  0.45
H30 3.19 0.08 3.20  0.27
H31 2.50 -1.52 3.48  0.39
H32 0.19 1.87 3.96  0.41
H33 -0.03 2.40 2.27  0.04
H34 1.60 2.31 2.96  0.44
H35 -0.28 -1.17 4.34  0.38
H36 -1.07 -1.66 2.82  0.13
H37 -1.43 -0.07 3.53  0.30

Summary:
Total charge: -2
HOMO energy (eV): -2.871
HOMO-LUMO gap (eV): 6.9
E_LUMO (eV): 4.03
Energy above the lowest of the compared OMol25 structures with the same formula, charge and spin (kJ/mol): 40.07

---

# 2
ORCA calculation (ωB97M-V with the def2-TZVPD basis set) on a cluster of 2 separate species, C28H49FN3O11P2 in total at a distorted geometry.

Each line ends with the Mulliken charge.
Geometry (Å):
C1 1.28 2.33 -2.60  -0.76
C2 1.67 0.84 -1.95  -0.32
O1 0.68 0.27 -1.08  -0.07
C3 0.73 0.55 0.34  0.24
P1 0.91 2.35 0.91  0.24
C4 2.62 3.14 0.46  -0.69
O2 -0.19 3.44 0.03  -0.51
N1 -0.69 0.11 0.79  0.91
C5 -1.82 0.66 -0.02  -0.59
C6 -2.59 -0.58 -0.83  0.20
C7 -4.19 -0.17 -1.09  -0.49
P2 -5.38 -1.69 -0.92  0.92
O3 -6.86 -1.08 -0.79  -0.73
O4 -5.09 -2.49 0.64  -0.41
C8 -4.37 -3.74 0.38  -0.09
C9 -3.51 -4.09 1.76  -0.68
O5 -5.31 -2.78 -2.28  -0.41
C10 -4.90 -2.07 -3.51  -0.08
C11 -6.08 -1.01 -3.92  -0.85
C12 -0.89 0.08 2.28  -0.20
N2 -1.49 1.28 2.94  -0.47
C13 0.45 -0.32 3.12  -0.14
F1 0.93 0.89 3.82  -0.31
O6 1.39 -1.06 2.32  -0.22
C14 1.74 -0.53 1.02  -0.28
C15 3.32 -0.10 1.14  0.00
C16 3.79 0.49 2.59  -0.21
N3 4.18 -0.37 3.62  -0.63
O7 1.77 -1.68 0.05  -0.30
C17 1.32 -2.93 0.64  0.18
C18 1.35 -4.04 -0.61  0.27
C19 -0.14 -4.42 -1.19  -1.03
C20 2.24 -5.39 -0.17  0.34
C21 1.72 -6.75 -0.93  -1.20
C22 3.83 -5.20 -0.62  -1.11
H1 0.14 2.51 -2.39  0.13
H2 1.99 3.19 -2.25  0.28
H3 1.38 2.29 -3.79  0.32
H4 1.68 0.15 -2.92  0.34
H5 2.78 0.85 -1.60  0.05
H6 3.18 2.62 -0.42  0.25
H7 3.31 3.20 1.42  0.10
H8 2.46 4.27 0.13  0.45
H9 0.25 4.32 -0.12  0.24
H10 -0.67 -0.93 0.52  -0.30
H11 -2.71 1.15 0.62  0.53
H12 -1.58 1.45 -0.84  -0.03
H13 -2.05 -0.84 -1.85  0.22
H14 -2.63 -1.57 -0.19  -0.24
H15 -4.59 0.63 -0.34  0.38
H16 -4.25 0.32 -2.17  0.27
H17 -5.08 -4.67 0.21  0.36
H18 -3.60 -3.64 -0.50  0.21
H19 -3.79 -3.34 2.64  0.23
H20 -2.36 -3.93 1.54  -0.05
H21 -3.73 -5.20 2.06  0.32
H22 -4.86 -2.88 -4.38  0.34
H23 -3.82 -1.60 -3.46  0.06
H24 -5.94 0.08 -3.53  0.26
H25 -6.07 -0.93 -5.11  0.34
H26 -7.14 -1.40 -3.54  0.26
H27 -1.66 -0.81 2.47  0.36
H28 -1.58 2.12 2.33  0.33
H29 -2.49 1.06 3.23  0.35
H30 0.08 -1.05 3.99  0.25
H31 3.72 0.61 0.32  0.15
H32 3.94 -1.12 1.01  0.27
H33 3.84 1.65 2.87  0.23
H34 4.44 0.21 4.48  0.31
H35 0.19 -2.94 1.00  -0.20
H36 2.06 -3.41 1.44  0.25
H37 1.97 -3.55 -1.50  0.17
H38 -0.07 -5.03 -2.21  0.31
H39 -0.77 -3.47 -1.42  0.11
H40 -0.63 -5.14 -0.38  0.19
H41 2.13 -5.58 0.99  0.26
H42 0.64 -7.10 -0.59  0.28
H43 2.45 -7.65 -0.65  0.37
H44 1.80 -6.59 -2.10  0.25
H45 4.42 -4.48 0.10  0.25
H46 4.32 -6.28 -0.60  0.36
H47 3.87 -4.82 -1.75  0.27
C23 1.68 9.16 0.18  -0.79
C24 1.66 7.82 0.14  0.58
C25 2.77 7.17 0.97  0.37
O8 2.89 5.95 1.14  -0.56
C26 3.77 8.06 1.62  -0.74
C27 3.80 9.40 1.64  0.35
C28 2.63 10.05 0.90  0.45
O9 2.42 11.26 0.86  -0.70
O10 4.66 10.16 2.20  -0.80
O11 0.85 7.06 -0.48  -0.81
H48 0.93 9.71 -0.37  0.37
H49 4.56 7.51 2.13  0.34

Summary:
Total charge: -1
HOMO energy (eV): -1.985
HOMO-LUMO gap (eV): 2.5
E_LUMO (eV): 0.51

---

# 3
ORCA calculation (ωB97M-V with the def2-TZVPD basis set) on a structure of composition C41H46NiP2 at a distorted geometry.

Each line ends with the Mulliken charge.
Geometry (Å):
Ni1 -0.10 1.16 -0.42  0.01
C1 -1.50 0.91 -2.81  0.14
C2 -1.61 -0.44 -2.89  -0.48
C3 -0.61 -1.34 -3.56  -0.53
C4 0.77 -0.65 -3.78  -1.79
C5 1.41 0.23 -2.70  0.78
C6 1.06 1.55 -2.46  -0.11
C7 0.41 2.36 -3.53  -1.35
C8 -0.91 1.69 -3.93  -1.49
C9 1.87 0.42 1.71  -1.49
H1 -1.94 1.54 -2.01  0.15
H2 -2.41 -1.01 -2.41  1.24
H3 -0.97 -1.62 -4.58  0.41
H4 -0.49 -2.32 -3.05  0.25
H5 1.50 -1.44 -4.01  0.54
H6 0.71 -0.10 -4.73  0.37
H7 2.46 -0.08 -2.55  0.55
H8 1.39 2.13 -1.58  0.22
H9 1.07 2.47 -4.40  0.34
H10 0.23 3.38 -3.18  0.44
H11 -1.62 2.45 -4.25  0.55
H12 -0.76 1.09 -4.83  0.33
H13 0.84 0.81 1.67  -0.21
H14 2.47 1.17 2.21  0.65
H15 1.84 -0.52 2.26  0.46
P1 -1.96 -0.74 0.25  1.57
P2 2.50 0.02 0.10  3.23
C10 -0.17 -0.96 -0.60  2.05
C11 1.21 -1.19 -0.63  -1.02
C12 -2.63 -2.41 0.31  0.86
C13 -2.65 -3.32 -0.77  -0.12
C14 -3.34 -4.51 -0.60  -0.76
C15 -3.74 -4.89 0.68  -0.60
C16 -3.54 -4.06 1.77  -0.55
C17 -3.03 -2.78 1.60  -0.68
C18 -3.17 0.63 -0.20  1.01
C19 -2.79 1.99 -0.07  -0.36
C20 -3.66 3.00 -0.54  -0.63
C21 -4.94 2.68 -1.00  -0.78
C22 -5.36 1.35 -0.98  -0.59
C23 -4.49 0.33 -0.56  -0.52
C24 3.97 -1.14 0.18  -0.01
C25 3.78 -2.53 0.38  -0.40
C26 4.85 -3.43 0.47  -0.94
C27 6.16 -2.93 0.40  -0.31
C28 6.41 -1.58 0.15  -1.05
C29 5.31 -0.71 0.06  -0.51
C30 3.32 1.63 -0.41  0.30
C31 2.82 2.86 0.13  -0.52
C32 3.25 4.08 -0.39  -0.65
C33 4.11 4.13 -1.48  -0.58
C34 4.47 2.94 -2.14  -1.00
C35 4.24 1.71 -1.49  -0.71
H16 -0.30 -0.09 -1.35  -2.84
H17 1.63 -2.18 -0.62  0.46
H18 -2.19 -3.05 -1.72  0.08
H19 -3.54 -5.13 -1.46  0.43
H20 -4.14 -5.90 0.82  0.36
H21 -3.80 -4.39 2.76  0.45
H22 -2.97 -2.05 2.42  0.10
H23 -1.78 2.25 0.33  0.16
H24 -3.31 4.02 -0.50  0.46
H25 -5.59 3.48 -1.36  0.38
H26 -6.37 1.12 -1.30  0.40
H27 -4.87 -0.69 -0.51  0.45
H28 2.78 -2.91 0.49  0.50
H29 4.64 -4.50 0.60  0.38
H30 6.98 -3.63 0.52  0.37
H31 7.44 -1.23 0.03  0.39
H32 5.55 0.33 -0.12  0.62
H33 2.10 2.87 0.94  0.32
H34 2.88 5.01 0.06  0.38
H35 4.47 5.09 -1.86  0.38
H36 4.98 2.99 -3.10  0.42
H37 4.81 0.84 -1.81  0.44
C36 -0.59 -0.47 5.38  -1.71
C37 -1.62 0.20 4.46  2.05
C38 -2.98 -0.36 4.94  -1.77
C39 -1.64 1.65 4.96  -1.76
C40 -1.35 0.12 2.98  -0.02
C41 -1.33 -0.01 1.74  -1.10
H38 -0.91 -0.31 6.42  0.45
H39 0.40 -0.04 5.27  0.33
H40 -0.51 -1.56 5.23  0.35
H41 -3.07 -0.16 6.02  0.48
H42 -3.81 0.14 4.44  0.37
H43 -3.07 -1.45 4.80  0.36
H44 -0.67 2.13 4.79  0.35
H45 -2.43 2.22 4.47  0.37
H46 -1.84 1.65 6.05  0.46

Summary:
HOMO energy (alpha / beta) (eV): -4.235 / -4.735
2S+1: 3
HOMO-LUMO gap (alpha / beta) (eV): 4.5 / 5.1
E_LUMO (alpha / beta) (eV): 0.23 / 0.32
Energy above the lowest of the compared OMol25 structures with the same formula, charge and spin (kJ/mol): 907.82